(1)
DFT (ωB97M-V/def2-TZVPD) results for the molecule C5H11P.

XYZ file:
```
17
Properties=species:S:1:pos:R:3:forces:R:3
C 1.135879 -0.164938 0.097615 -1.639 -0.594 -0.334
C -1.193708 0.035147 0.009180 0.952 -0.897 0.153
H 2.263719 0.460698 -1.632081 0.480 -0.260 -0.312
H 1.310583 -1.016173 0.779474 -0.393 0.566 -0.194
C -0.029595 0.703915 2.346619 2.765 -1.591 1.688
H 2.100711 -1.400583 -1.207036 0.501 0.987 -0.910
H -1.795784 -0.657684 0.659408 1.253 0.558 -0.327
P 0.054229 1.177905 0.604844 -0.731 -0.148 -0.132
C -1.589667 0.002205 -1.446584 -0.333 2.982 1.711
C 1.660318 -0.385281 -1.326694 0.227 -0.751 3.054
H -1.097860 1.007528 -1.845227 -1.388 -2.337 -0.149
H -2.733566 0.024677 -1.369155 1.497 0.145 -0.858
H -0.763112 1.199670 3.030013 0.804 -0.379 -0.720
H 0.826759 -0.494639 -1.942676 -1.233 -0.094 -1.534
H -1.248456 -0.917453 -1.866222 0.172 -0.428 -0.983
H 1.099185 0.884702 2.636876 -2.166 0.271 0.144
H 0.000364 -0.459694 2.471646 -0.767 1.967 -0.298
```
Positions in Å, forces in eV/Å.

Frontier orbital gap (alpha / beta) ... 0.294 / 0.292 hartree
Total charge ... 0
Relative energy (zero: lowest compared OMol25 entry of this formula, charge and spin) ... 3.162 eV
SMILES string ... C/C=P(/C)=C\C

---

(2)
DFT (ωB97M-V/def2-TZVPD) results for a structure of composition C44H53N11PSSe2Sn.

XYZ file:
```
113
Properties=species:S:1:pos:R:3:forces:R:3
H -2.832806 4.577171 0.648274 -0.001 0.002 0.009
H 4.206545 -3.641159 3.721363 0.004 -0.002 -0.002
H 1.769201 1.727197 -5.978330 0.002 0.006 -0.007
C 2.155803 -0.990510 4.313390 0.041 -0.013 0.012
H 1.368368 -4.713649 -3.769788 0.002 -0.003 -0.002
Sn -0.113281 0.080526 -0.035505 0.074 0.483 0.022
H 3.794624 -0.737311 1.326940 -0.004 -0.009 -0.014
N -7.135487 -0.191498 0.310303 -0.013 0.008 0.034
H -0.387875 -3.081245 -0.209980 0.014 -0.031 0.071
C 1.189500 -2.581969 -3.628081 0.031 -0.071 -0.053
C -2.106917 6.759890 -1.836139 0.005 0.013 -0.013
N -1.863294 0.361220 1.704931 0.028 -0.168 0.067
N 3.304495 1.045698 -0.967864 0.067 -0.078 -0.030
H -6.058424 -0.818587 -2.069705 -0.006 -0.004 0.005
H 4.803598 -4.173205 2.157105 0.005 0.007 -0.002
C 1.335746 1.481500 -5.017724 -0.021 0.004 0.015
H 3.574536 0.318126 3.253009 0.009 -0.012 -0.001
C 1.077580 -4.137556 4.784052 -0.013 -0.008 0.029
H -0.974363 -2.388469 4.501116 0.024 0.062 0.039
C -2.680594 -0.711173 -2.090131 0.032 0.020 -0.082
H -0.168482 -5.361508 2.737103 -0.008 -0.011 0.000
H 4.730681 -1.321981 2.719985 -0.004 0.000 0.014
H 3.745920 -3.480129 0.032287 0.009 -0.013 0.000
H -0.154980 7.101624 -2.664249 0.005 0.001 0.000
H 0.057627 -0.396406 4.620436 0.008 -0.018 0.007
H 3.996244 4.670354 0.692196 -0.016 0.004 -0.003
H 2.649130 2.914266 -0.373501 -0.038 0.045 -0.005
C -5.837652 -0.088792 0.551685 0.008 -0.011 -0.052
H 0.401020 -4.961891 5.017362 -0.005 -0.008 -0.002
C -2.485069 1.019043 3.912649 -0.004 -0.010 -0.024
H 2.171927 -4.057148 0.547011 0.026 0.047 0.005
H 1.039020 -3.447805 5.623694 -0.006 -0.068 -0.040
C 3.225525 -2.743362 1.971951 0.056 0.001 -0.019
S -7.890858 0.178958 1.681871 -0.001 -0.006 0.003
C -4.783077 -0.326217 -0.415033 -0.010 -0.013 -0.007
C 1.349750 0.153667 -4.583876 0.029 0.008 -0.029
H 2.802713 1.014351 4.668914 -0.005 0.004 0.006
Se 2.926415 -2.375894 -7.144934 -0.042 0.032 0.084
H 1.183764 0.088777 5.883775 -0.004 -0.005 0.016
N 4.709496 3.996608 0.982726 -0.020 -0.008 -0.018
C 1.033132 -3.887608 -3.156069 -0.013 0.013 0.043
Se -0.066423 3.655875 0.951922 0.126 0.023 0.003
C 0.736747 -1.521957 -2.843152 0.105 0.092 -0.038
H -2.169090 1.339780 4.895232 0.000 0.004 0.005
C 2.831488 -3.194386 0.556853 -0.002 -0.002 -0.018
C -5.035872 -0.695223 -1.737516 0.025 0.017 -0.012
H 3.278336 -4.795033 2.756771 0.114 0.075 0.029
N -6.621350 0.482249 2.623381 -0.022 -0.013 -0.032
H 1.520641 -5.160312 2.312272 -0.142 0.024 -0.017
C 0.775038 -0.142009 -3.346441 -0.018 -0.007 -0.035
C 0.180884 2.046564 -3.006586 0.022 0.045 -0.044
P 1.693864 -2.105648 2.865654 -0.003 0.320 -0.250
H -0.305172 2.772128 -2.361549 -0.004 0.006 0.001
C -0.828483 -2.987573 3.607981 0.032 0.010 -0.051
C 1.800514 -2.286764 -4.920356 -0.008 -0.063 0.043
C 0.614211 -3.512334 3.461026 -0.053 -0.028 0.034
H 3.348198 -0.964256 6.091720 0.011 0.009 0.001
C 0.749603 2.439611 -4.218468 -0.016 -0.018 0.032
H 0.702430 3.474588 -4.527008 -0.001 0.003 -0.003
C 0.061364 -2.974189 -1.188698 -0.103 -0.119 0.014
C 3.382085 2.167918 -0.060712 -0.061 -0.026 0.028
N -2.418725 -0.363310 -0.834778 0.037 -0.140 0.076
H 2.081956 -4.554295 4.721123 0.001 -0.006 -0.006
C -1.539970 0.761297 2.924712 -0.058 0.071 -0.019
C 4.251612 -1.614668 1.788996 -0.027 0.001 0.032
C 0.924965 -0.716299 5.193727 -0.031 -0.042 0.016
H 3.930520 0.289076 -0.718351 0.014 0.036 -0.009
H -2.585418 7.489131 -2.475952 -0.001 0.001 -0.002
C 0.574342 -4.632195 2.411986 -0.004 -0.037 -0.007
H 4.224270 -1.611990 4.717012 0.013 -0.012 -0.014
C -2.862877 6.055226 -0.905945 -0.003 -0.008 0.001
H -1.828859 -0.852254 -2.740121 -0.019 0.011 0.024
C -0.871621 4.901088 -0.176429 -0.069 -0.028 -0.043
C 3.901013 -3.904042 2.710420 0.018 -0.037 0.056
H 0.269561 -4.268128 1.434718 -0.076 0.041 -0.081
C -0.735186 6.540701 -1.943996 -0.026 0.014 -0.001
C -3.818734 0.862823 3.604541 0.024 0.011 0.013
H -1.493448 -3.848660 3.687545 -0.007 -0.005 0.017
C -0.119228 5.621063 -1.119504 0.037 -0.020 0.013
H 1.898728 0.855463 3.155124 -0.099 0.011 -0.036
N 0.215030 -1.728182 -1.618180 -0.056 -0.104 0.196
H -0.483866 0.895175 3.116408 0.064 0.006 -0.019
H 5.093494 3.213881 -0.928092 -0.008 -0.032 -0.011
H 0.275857 -5.081374 -1.535331 -0.008 0.000 0.001
H 3.060877 1.841200 0.934458 0.037 -0.031 0.013
N 0.188481 0.791736 -2.584662 0.020 0.007 -0.062
C 0.439383 -4.087860 -1.928475 -0.004 0.045 -0.041
C -2.254430 5.127057 -0.082055 0.000 -0.015 -0.008
C -3.968654 -0.887643 -2.584177 -0.014 0.001 0.022
H -4.596562 1.050412 4.333415 -0.004 0.000 0.000
C 2.636541 0.377639 3.797730 0.013 -0.039 -0.007
H -4.112333 -1.171470 -3.616697 0.003 -0.001 -0.004
C -3.157147 0.222710 1.384760 -0.001 -0.015 -0.058
C 3.251494 -1.593114 5.204241 0.036 -0.054 0.023
H 5.522801 2.139153 0.414550 -0.014 -0.004 -0.007
H 0.639086 -1.572752 5.799107 -0.012 0.043 -0.032
H 4.470516 3.698079 1.930378 -0.008 -0.009 0.021
H 5.036416 -1.991144 1.129517 0.003 0.011 -0.006
H -1.140652 -2.404323 2.738028 0.018 -0.016 -0.007
C -5.543656 0.296863 1.876711 0.026 0.028 0.052
N 2.291231 -3.207443 -5.709092 0.012 0.034 -0.052
C 1.898491 -0.935536 -5.384225 -0.005 0.069 0.000
N 0.971610 -1.184770 1.710451 -0.207 -0.412 0.118
C -3.459015 -0.172323 0.003157 0.008 0.011 0.077
H 2.357930 -2.384923 -0.002542 0.060 -0.003 0.024
H 3.485969 1.313782 -1.927745 -0.016 -0.023 -0.009
C 4.762192 2.817756 0.030633 0.024 0.072 0.026
H 5.603799 4.489499 1.029289 0.030 0.008 -0.002
H 3.019286 -2.599465 5.548942 0.021 0.074 -0.012
H 0.948437 5.453510 -1.188564 -0.007 0.002 0.007
N 2.468799 -0.765272 -6.548920 0.017 -0.047 -0.018
C -4.173139 0.465512 2.313623 0.001 -0.012 -0.018
H -3.925673 6.237113 -0.823637 -0.002 0.003 0.002
```
Positions in Å, forces in eV/Å.

Frontier orbital gap (alpha / beta) ... 0.238 / 0.239 hartree
Total charge ... +3

---

(3)
DFT (ωB97M-V/def2-TZVPD) results for a structure of composition C41H50BClN9O3S4Sn.

XYZ file:
```
110
Properties=species:S:1:pos:R:3:forces:R:3
C -5.584517 -1.710659 -1.510287 -0.025 -0.018 -0.075
H -2.126629 4.146085 -5.012740 -0.015 -0.007 0.001
C 4.933158 0.483556 -0.830023 -0.111 0.019 -0.119
H 0.493680 -0.396441 5.719877 0.032 0.022 -0.018
H -0.368134 1.437392 6.778749 0.017 0.027 0.001
C -0.526159 2.034603 5.881243 -0.018 0.045 -0.050
H -0.888510 4.794459 1.777608 0.081 -0.043 0.023
H -1.261455 3.738542 4.248552 0.034 -0.047 0.009
C 0.432251 1.529130 4.802386 0.003 -0.071 -0.062
C 1.112536 -2.378535 -3.428953 -0.027 -0.016 0.130
Sn -0.075515 -0.639671 0.022047 0.358 -0.011 0.125
H 5.481768 2.523151 1.034519 -0.012 -0.057 -0.021
C -2.766658 3.444785 -4.476573 0.001 0.037 0.001
C 1.285841 -3.772414 0.683528 0.049 0.054 0.167
H 5.535773 0.070927 1.216003 0.017 -0.025 -0.025
B 1.069728 3.678537 0.231008 -0.003 -0.230 -0.211
H 0.013712 -3.652768 -6.910950 0.002 0.000 0.014
H 2.555476 1.554010 4.395803 -0.015 0.001 0.053
C 4.108880 -0.800638 -0.981071 0.018 0.005 0.094
C -0.192099 4.031609 -3.161575 -0.162 -0.179 -0.054
C 0.272771 0.010652 4.729619 -0.153 -0.020 0.033
H -5.342425 -2.691692 5.171884 0.041 0.002 -0.010
H 6.202409 1.761301 -2.037225 -0.004 -0.029 -0.005
O 1.892615 -4.214981 1.640102 -0.033 0.113 -0.104
C -3.710806 -3.851337 5.949389 -0.005 0.009 -0.030
H 6.522102 -0.702996 -0.031847 0.002 0.017 0.006
H -4.745571 -2.693573 -3.247029 -0.007 -0.014 0.056
C 3.500256 3.399872 0.781280 -0.219 -0.009 -0.086
H -6.009388 -0.685719 0.337292 0.044 -0.004 -0.003
S -1.639933 -3.075746 1.971389 -0.033 -0.180 0.069
C -2.947539 1.381521 -3.124847 0.020 -0.054 0.037
N 4.092374 1.634138 -0.388090 0.265 -0.027 0.107
H 3.413691 4.224015 1.470056 -0.018 -0.035 -0.066
C -1.807000 -4.094931 4.493095 -0.083 0.000 0.073
H -3.613591 -0.384658 0.878556 0.016 -0.017 -0.012
N 0.173471 3.616647 -1.032663 -0.153 0.190 0.190
N -1.103185 3.075005 -2.717272 -0.121 0.061 -0.169
H 1.394423 -2.030826 -2.440634 0.010 0.072 -0.038
H -1.935818 -4.947532 6.457227 -0.001 0.013 -0.028
C -1.028829 1.621842 -4.668397 0.039 -0.014 -0.016
H 0.942614 -0.441297 4.004244 -0.015 0.012 0.038
C -1.363765 -1.243372 1.932849 -0.156 0.432 0.072
C 1.669809 -3.269961 -5.594500 -0.055 0.010 -0.001
C -3.247854 -1.920854 -1.946776 -0.139 -0.182 0.402
N -1.169011 -1.948395 -2.793222 0.790 0.313 -0.050
H -3.413720 2.954983 -5.207003 0.020 0.021 0.016
O -1.883149 -0.543667 2.767411 0.004 -0.224 -0.488
H -0.151722 4.369432 -4.179901 -0.038 -0.030 0.012
H 6.739302 1.010117 0.299586 -0.005 0.017 0.008
O 1.187266 -2.539367 0.308068 -0.043 -0.018 -0.013
H 2.415870 -3.595424 -6.309688 -0.024 0.016 0.012
H -1.688841 -2.905483 -5.260967 0.022 -0.016 0.008
C -4.560499 -2.162481 -2.322255 -0.107 -0.042 -0.209
C 5.996758 0.213002 0.236624 0.005 0.078 -0.005
N 0.410576 3.099630 1.526041 0.168 0.292 0.157
H 2.141876 1.455502 6.118999 -0.010 0.015 -0.031
H -0.440424 -4.306658 -0.485268 -0.007 -0.048 0.000
H -0.396005 0.941275 -4.094061 -0.043 0.005 -0.022
C 2.828719 1.963673 -0.801312 0.110 0.092 0.099
C -0.638745 3.392858 3.446760 0.038 -0.267 0.099
H 1.963583 2.996116 5.251443 0.003 -0.017 0.003
C -2.455699 -3.343478 3.515026 -0.001 -0.045 -0.054
N -2.910399 -1.301974 -0.816565 -0.156 -0.287 -0.390
H -4.204423 -4.056787 6.892109 0.020 0.010 -0.015
C 0.742844 2.047609 2.310315 -0.338 0.153 -0.032
H 3.458135 -0.959050 -0.117982 0.034 -0.041 -0.024
N 2.450520 3.033321 -0.042470 -0.022 0.211 -0.022
C 0.558962 -4.695563 -0.304795 -0.056 0.014 0.028
N 0.105613 2.217465 3.510349 0.022 0.098 0.112
C -0.634496 -2.894780 -5.016981 -0.079 0.049 0.013
H -4.218811 -2.240904 3.005171 -0.001 -0.031 0.008
H 6.236090 0.045984 -2.500324 -0.031 0.032 0.017
H 1.282893 4.854884 0.462090 -0.040 -0.068 -0.012
H -0.750494 -0.253674 4.460173 0.197 0.050 0.157
C -0.453247 3.918523 2.228894 0.084 -0.097 -0.248
H -3.390679 4.008861 -3.780358 0.006 -0.022 -0.025
C -3.726981 -2.833539 3.766217 0.003 0.000 0.089
H -0.377999 2.298598 -5.225411 -0.007 -0.026 0.014
S -1.785029 1.839222 -0.335278 0.066 0.239 0.223
H 4.801319 -1.644041 -1.051876 -0.037 0.030 0.020
C -4.350349 -3.086267 4.982044 0.039 0.007 -0.044
H 3.487104 -0.769599 -1.868921 0.008 -0.032 0.016
C 5.593626 0.860783 -2.154594 -0.018 -0.021 -0.072
C -5.251048 -1.053763 -0.341384 -0.003 0.007 0.061
H -2.426329 0.574796 -2.614216 -0.043 0.033 -0.050
S 1.722578 0.715327 1.861909 -0.186 -0.185 -0.038
C -0.233607 -2.436425 -3.765258 -0.024 -0.034 0.088
C 0.581095 4.358210 -2.121996 0.056 -0.071 0.180
C -2.438923 -4.353744 5.702834 0.024 0.021 -0.038
H -1.617197 1.041156 -5.383457 0.022 0.029 0.018
Cl 0.390781 -6.393610 0.236061 0.031 0.111 -0.047
N -2.275235 -2.467682 -2.852806 -0.674 -0.091 -0.106
H -1.565180 1.904226 5.570622 0.036 -0.023 0.039
H -6.619893 -1.880882 -1.779259 0.027 0.012 -0.010
H -3.622666 1.846085 -2.408874 -0.006 -0.019 -0.037
H -3.529250 0.965358 -3.953408 0.029 0.022 0.002
H -0.351239 3.081805 6.137054 -0.017 -0.010 -0.013
C 0.319761 -3.306467 -5.931415 0.066 0.005 0.028
H 1.422576 5.027132 -2.064061 -0.042 -0.022 0.034
C 4.515784 2.554867 0.570421 -0.065 -0.274 -0.111
S 1.954444 1.255595 -2.075445 0.129 0.170 0.056
C 2.061559 -2.809030 -4.345657 -0.010 0.004 0.027
H 3.110836 -2.774769 -4.083029 0.003 -0.001 0.019
C -1.965681 2.380803 -3.723633 0.070 0.002 0.112
H 1.112107 -4.700623 -1.241473 -0.011 -0.028 -0.040
C -0.880391 2.840562 -1.385734 0.221 -0.092 -0.134
H 4.824486 1.048818 -2.906459 0.038 -0.004 0.030
C -3.908162 -0.886312 -0.037220 0.267 0.162 0.051
H -0.812766 -4.473668 4.286711 -0.028 0.008 0.024
C 1.867263 1.910351 5.164233 0.054 0.004 0.001
```
Positions in Å, forces in eV/Å.

Frontier orbital gap ... 0.197 hartree
Total charge ... -1
Relative energy (zero: lowest compared OMol25 entry of this formula, charge and spin) ... 0.000 eV

---

(4)
DFT (ωB97M-V/def2-TZVPD) results for a cluster of 3 separate species, C5H15N3 in total.

XYZ file:
```
23
Properties=species:S:1:pos:R:3:forces:R:3
H -0.249566 0.065565 -2.038536 -0.164 -0.020 0.208
H 1.921607 0.046035 1.463119 0.204 -0.109 -0.027
H 0.824882 2.630361 0.115916 -0.085 -0.051 0.392
C 0.171660 0.681291 0.007014 2.182 -0.525 0.607
N 0.393986 1.883645 0.635450 -0.247 -0.857 -0.350
C -0.649770 -0.296412 0.626709 -4.697 2.247 -1.257
H 1.439256 0.182407 -1.592444 0.137 -0.040 0.056
C -2.310929 0.761811 0.044818 1.129 -1.718 1.173
H -1.984812 -1.867255 0.017643 0.036 0.006 0.017
H 2.376199 -2.107554 -0.217788 0.006 0.088 0.100
H -0.437008 -2.407712 0.697770 -0.023 -0.017 0.024
H 0.114022 1.979854 1.599520 0.180 0.285 -0.251
H 3.437817 -0.988567 0.286658 -0.138 -0.005 -0.010
H -0.495996 -1.795190 -0.934180 -0.027 0.108 -0.069
H 0.484374 1.653778 -1.889301 0.008 0.076 0.106
H -2.517147 0.536865 -0.998278 0.099 -0.049 -0.021
H -0.778933 -0.198211 1.698409 0.270 -0.077 0.015
N 1.521717 -0.759300 0.983017 0.433 0.975 -1.123
C -0.914757 -1.664549 0.061388 0.282 -0.080 0.147
C 0.457077 0.653553 -1.459170 0.375 -0.142 0.166
H -2.242073 1.829876 0.233836 0.175 -0.074 0.012
N 2.480711 -1.112276 -0.040038 0.146 -0.136 0.204
H -3.042318 0.291988 0.698470 -0.277 0.118 -0.121
```
Positions in Å, forces in eV/Å.

Frontier orbital gap (alpha / beta) ... 0.262 / 0.262 hartree
Total charge ... 0
Relative energy (zero: lowest compared OMol25 entry of this formula, charge and spin) ... 5.340 eV

---

Calculated calculated total energy (hartree), listed in the same order as above: -538.309985; -8066.686315; -4603.212644; -363.590853
Calculated max |F| (eV Å⁻¹), listed in the same order as above: 3.61; 0.49; 0.85; 5.36